Entry 1:
92
Properties=species:S:1:pos:R:3 method="wB97M-V/def2-TZVPD" max_force_ev_per_a=1.378 charge=-1 homo_lumo_gap_ev=4.3 multiplicity=1 e_homo_ev=-3.163 lumo_energy_ha=0.0418
N 0.80 2.65 -5.10
P 0.75 4.11 -4.17
O -0.92 4.23 -3.87
N 1.12 5.24 -5.28
P 1.40 6.74 -4.62
O 2.50 6.53 -3.38
O -0.02 7.09 -3.76
H 0.36 1.93 -4.55
H 0.18 2.77 -5.91
H -1.02 4.32 -2.92
H 2.33 5.73 -2.85
H -0.67 6.39 -3.93
C 3.06 7.35 -7.97
O 3.21 7.80 -6.87
N 3.94 7.58 -9.03
N 2.01 6.52 -8.26
H 3.82 7.20 -9.95
H 4.72 8.18 -8.84
H 1.37 6.31 -7.50
H 1.86 6.10 -9.16
C -2.76 3.33 -0.14
O -1.57 3.12 -0.31
N -3.26 4.60 0.03
N -3.69 2.33 -0.09
H -4.23 4.80 0.17
H -2.61 5.37 -0.01
H -3.39 1.38 -0.21
H -4.67 2.50 0.03
C 3.20 4.61 0.04
O 3.39 4.19 -1.08
N 3.30 3.81 1.16
N 2.87 5.92 0.27
H 3.14 4.14 2.09
H 3.53 2.85 1.01
H 2.79 6.51 -0.54
H 2.70 6.30 1.18
C -4.89 3.48 4.16
O -5.09 3.59 5.36
N -3.81 4.04 3.53
N -5.74 2.79 3.33
H -3.64 3.96 2.55
H -3.16 4.54 4.11
H -6.54 2.37 3.76
H -5.58 2.68 2.35
C -5.11 -1.26 -0.48
O -4.82 -0.07 -0.50
N -4.17 -2.23 -0.33
N -6.40 -1.71 -0.62
H -4.38 -3.21 -0.29
H -3.22 -1.93 -0.22
H -7.11 -1.02 -0.74
H -6.65 -2.68 -0.60
C -4.06 -5.79 1.79
O -4.96 -4.96 1.70
N -3.53 -6.42 0.69
N -3.52 -6.17 2.98
H -2.80 -7.10 0.75
H -3.90 -6.18 -0.21
H -3.88 -5.73 3.80
H -2.77 -6.84 3.06
C -1.11 -9.32 3.75
O -2.08 -8.57 3.73
N -0.61 -9.88 2.61
N -0.48 -9.66 4.90
H 0.18 -10.50 2.59
H -1.06 -9.65 1.74
H -0.81 -9.25 5.75
H 0.32 -10.26 4.94
C 1.27 -7.51 7.47
O 1.47 -8.27 6.54
N 1.94 -7.59 8.65
N 0.36 -6.49 7.39
H 1.80 -6.97 9.42
H 2.63 -8.32 8.74
H -0.15 -6.39 6.53
H 0.18 -5.84 8.14
C 4.68 -4.96 6.59
O 4.55 -4.91 7.80
N 5.67 -4.28 5.94
N 3.84 -5.69 5.80
H 5.79 -4.30 4.94
H 6.29 -3.73 6.50
H 3.10 -6.20 6.26
H 3.92 -5.75 4.80
C 4.81 3.20 -8.21
O 4.84 2.04 -7.85
N 5.57 3.64 -9.29
N 4.05 4.17 -7.64
H 5.57 4.59 -9.61
H 6.15 2.96 -9.74
H 3.47 3.92 -6.85
H 4.03 5.11 -7.97

***

Entry 2:
170
Properties=species:S:1:pos:R:3 method="wB97M-V/def2-TZVPD" max_force_ev_per_a=7.664 charge=+1 homo_lumo_gap_ev=6.1 multiplicity=1 e_homo_ev=-10.025 lumo_energy_ha=-0.1428
C 0.39 0.94 2.65
C 1.12 0.33 1.30
I -0.24 0.86 -0.33
C 1.79 -1.07 1.46
C 1.48 -2.59 1.25
C 1.91 -2.80 -0.30
O 1.40 -1.79 -1.24
N 2.36 -1.64 -2.22
O 3.00 -0.56 -2.13
C 2.66 -3.43 2.03
Cl 3.38 -4.89 1.10
P 4.38 -2.53 2.23
N 5.39 -3.56 2.96
O 2.43 -3.86 3.35
C 1.18 -4.50 3.65
N 1.24 -5.91 3.25
S 1.16 -4.67 5.56
C 0.04 -3.53 3.12
P -1.71 -4.11 3.73
P -1.93 -6.23 4.09
O -1.39 -6.73 5.46
O -3.64 -6.48 4.22
O -1.41 -7.32 2.92
P 0.14 -2.01 4.24
O 1.50 -1.49 4.95
O -1.31 -1.18 4.46
N 0.09 -3.19 1.61
C -0.96 -2.22 1.20
O -2.36 -2.54 1.26
C -3.17 -1.60 0.56
C -3.47 -0.15 0.97
C -4.38 0.84 0.17
C -5.09 0.32 -1.13
C -4.84 -1.18 -1.56
C -3.88 -2.12 -0.75
C -0.18 -4.50 0.89
C -1.09 -4.66 -0.39
C -0.78 -3.99 -1.78
I -0.91 -6.85 -0.83
H 0.45 2.10 2.59
H 0.97 0.65 3.59
H -0.73 0.70 2.68
H 1.94 1.15 1.17
H 2.18 -0.97 2.56
H 2.77 -0.88 0.85
H 1.75 -3.81 -0.78
H 3.05 -2.62 -0.36
H 4.23 -1.41 3.14
H 4.89 -2.07 0.96
H 6.21 -3.72 2.36
H 0.87 -6.54 4.00
H 2.25 -6.16 3.27
H -0.04 -4.20 6.06
H -1.95 -3.61 5.08
H -4.00 -6.40 3.31
H -2.16 -7.89 2.63
H 2.23 -2.09 5.22
H -1.95 -1.26 3.72
H -0.95 -1.22 1.78
H -0.75 -1.97 0.09
H -2.97 0.27 1.93
H -4.50 1.90 0.55
H -5.79 0.99 -1.73
H -5.39 -1.55 -2.50
H -3.77 -3.19 -1.14
H 0.77 -5.09 0.61
H -0.64 -5.31 1.59
H -2.23 -4.60 -0.22
H -0.83 -2.86 -1.86
H -1.56 -4.39 -2.54
H 0.24 -4.31 -2.23
O -5.62 0.29 8.06
C -4.91 -0.29 7.27
N -3.59 0.04 7.13
C -5.40 -1.40 6.38
H -2.97 -0.41 6.49
H -3.24 0.78 7.71
H -6.21 -1.02 5.75
H -5.78 -2.21 7.01
H -4.61 -1.79 5.74
O 3.32 2.94 1.56
C 4.43 3.17 1.11
N 5.11 2.23 0.40
C 5.13 4.49 1.30
H 6.03 2.38 0.01
H 4.66 1.34 0.26
H 5.26 4.68 2.36
H 4.52 5.28 0.86
H 6.11 4.50 0.82
O -2.78 3.97 -2.24
C -1.75 4.32 -2.79
N -0.65 3.51 -2.79
C -1.60 5.63 -3.50
H 0.22 3.75 -3.23
H -0.73 2.63 -2.32
H -1.78 6.44 -2.80
H -2.33 5.69 -4.32
H -0.60 5.75 -3.93
O 7.96 -9.30 0.77
C 7.10 -8.45 0.59
N 6.81 -7.54 1.55
C 6.29 -8.35 -0.67
H 6.10 -6.83 1.45
H 7.33 -7.59 2.41
H 5.75 -9.29 -0.83
H 6.97 -8.18 -1.51
H 5.57 -7.53 -0.63
O 6.37 -9.02 3.72
C 6.42 -10.24 3.74
N 7.32 -10.93 2.99
C 5.49 -11.08 4.59
H 7.39 -11.93 2.99
H 7.95 -10.39 2.41
H 4.46 -10.88 4.29
H 5.63 -10.81 5.64
H 5.69 -12.15 4.47
O -3.88 5.46 -5.40
C -5.04 5.12 -5.22
N -6.07 5.96 -5.46
C -5.41 3.75 -4.70
H -7.03 5.72 -5.32
H -5.84 6.88 -5.81
H -4.95 3.60 -3.72
H -5.04 3.00 -5.40
H -6.49 3.64 -4.60
O -7.42 8.31 -5.52
C -8.30 9.13 -5.74
N -8.63 10.06 -4.80
C -9.08 9.18 -7.02
H -9.35 10.75 -4.93
H -8.12 10.05 -3.93
H -9.60 8.23 -7.16
H -8.39 9.35 -7.85
H -9.82 9.98 -7.02
O -6.36 9.41 -9.83
C -5.92 10.37 -9.22
N -6.08 11.64 -9.68
C -5.17 10.23 -7.92
H -5.74 12.46 -9.21
H -6.59 11.76 -10.55
H -4.28 9.62 -8.09
H -5.81 9.75 -7.19
H -4.85 11.20 -7.53
O 4.45 5.38 4.45
C 3.29 5.02 4.64
N 2.25 5.87 4.41
C 2.93 3.65 5.14
H 1.29 5.62 4.55
H 2.47 6.80 4.08
H 3.39 3.49 6.11
H 3.30 2.91 4.42
H 1.85 3.53 5.24
O 8.91 -7.52 -3.52
C 9.39 -6.59 -2.88
N 9.27 -5.31 -3.32
C 10.13 -6.78 -1.59
H 9.64 -4.51 -2.83
H 8.77 -5.15 -4.19
H 11.00 -7.42 -1.77
H 9.47 -7.25 -0.86
H 10.48 -5.83 -1.18
O -1.86 8.45 -2.98
C -2.75 9.26 -3.17
N -3.07 10.19 -2.22
C -3.55 9.31 -4.44
H -3.79 10.87 -2.34
H -2.55 10.17 -1.36
H -4.06 8.36 -4.57
H -2.88 9.49 -5.28
H -4.30 10.11 -4.41

***

Entry 3:
75
Properties=species:S:1:pos:R:3 method="wB97M-V/def2-TZVPD" max_force_ev_per_a=1.941 charge=+1 homo_lumo_gap_ev=6.5 multiplicity=1 e_homo_ev=-10.433 lumo_energy_ha=-0.1437
N -1.51 2.24 -4.30
C -0.78 1.11 -4.11
N -0.14 0.46 -5.13
C 0.34 -0.82 -4.53
C 0.57 -0.44 -3.09
C 0.57 -1.56 -2.05
C 1.95 -1.83 -1.41
C 1.97 -1.56 0.09
N 2.24 -0.14 0.33
C 2.27 0.16 1.77
C 2.67 1.58 2.04
C 2.72 2.56 1.06
C 3.14 3.85 1.36
C 3.51 4.19 2.65
C 3.46 3.22 3.65
C 3.03 1.94 3.35
O 2.99 0.97 4.34
N -0.60 0.52 -2.90
H -2.51 2.23 -4.15
H -1.09 3.07 -4.67
H 0.56 1.02 -5.61
H 1.17 -1.26 -5.09
H -0.52 -1.49 -4.55
H 1.45 0.20 -2.97
H -0.14 -1.29 -1.26
H 0.21 -2.48 -2.53
H 2.23 -2.87 -1.59
H 2.70 -1.21 -1.91
H 2.70 -2.22 0.58
H 0.98 -1.78 0.51
H 3.18 0.05 -0.01
H 1.27 -0.04 2.18
H 3.00 -0.49 2.27
H 2.43 2.31 0.04
H 3.18 4.60 0.57
H 3.83 5.20 2.89
H 3.76 3.46 4.67
H 2.13 1.02 4.79
H -1.44 0.09 -2.52
F -8.58 0.92 -5.56
C -7.25 0.84 -5.74
C -6.62 -0.37 -5.49
C -5.25 -0.45 -5.68
C -4.54 0.66 -6.12
C -5.20 1.85 -6.37
C -6.57 1.95 -6.18
H -7.20 -1.21 -5.14
H -4.75 -1.39 -5.49
H -3.47 0.58 -6.28
H -4.64 2.72 -6.71
H -7.10 2.87 -6.37
F -2.96 -0.17 -1.34
C -3.39 -0.36 -0.05
C -4.60 0.20 0.31
C -5.04 0.02 1.61
C -4.27 -0.71 2.51
C -3.06 -1.25 2.12
C -2.61 -1.08 0.81
H -5.18 0.76 -0.42
H -5.98 0.44 1.92
H -4.62 -0.85 3.53
H -2.46 -1.82 2.82
H -1.67 -1.51 0.48
F 5.04 -4.66 8.05
C 5.00 -3.46 7.44
C 4.46 -3.37 6.18
C 4.42 -2.13 5.56
C 4.92 -1.00 6.21
C 5.46 -1.13 7.48
C 5.51 -2.36 8.11
H 4.08 -4.26 5.69
H 3.99 -2.03 4.57
H 4.88 -0.04 5.72
H 5.86 -0.26 7.98
H 5.93 -2.48 9.10

***

Entry 4:
6
Properties=species:S:1:pos:R:3 method="wB97M-V/def2-TZVPD" max_force_ev_per_a=0.291 charge=0 homo_lumo_gap_ev=11.5 multiplicity=1 smiles=O.O e_homo_ev=-10.910 lumo_energy_ha=0.0234
O 1.37 0.20 1.15
H 0.98 -0.42 1.78
H 0.66 0.39 0.52
O -0.85 -0.08 -0.79
H -1.70 0.29 -1.03
H -0.47 -0.39 -1.62

***

Entry 5:
11
Properties=species:S:1:pos:R:3 method="wB97M-V/def2-TZVPD" max_force_ev_per_a=5.908 charge=0 homo_lumo_gap_ev=8.1 multiplicity=1 e_homo_ev=-10.360 lumo_energy_ha=-0.0844
C -0.80 0.51 0.16
C -0.89 -1.65 -0.07
C 0.65 -0.01 0.11
C 2.00 0.50 0.08
H -2.22 2.07 -0.52
H -1.32 -2.61 0.05
H 1.82 1.53 0.50
N -1.13 1.75 -0.13
N -1.59 -0.60 0.02
N 0.41 -1.29 -0.06
O 3.06 -0.18 -0.15

***

Entry 6:
109
Properties=species:S:1:pos:R:3 method="wB97M-V/def2-TZVPD" max_force_ev_per_a=3.404 charge=0 homo_lumo_gap_ev=8.9 multiplicity=1 smiles="CCCCO[C@H](C#N)[C@H](C#N)P(CC)CC.CN(C)C=O.CN(C)C=O.CN(C)C=O.CN(C)C=O.CN(C)C=O.CN(C)C=O" e_homo_ev=-8.300 lumo_energy_ha=0.0231
C -4.38 -2.21 -0.46
C -3.31 -1.16 -0.23
C -3.11 -0.99 1.26
C -1.84 -0.23 1.65
O -1.07 0.09 0.51
C 0.25 0.41 0.79
C 0.42 1.85 1.04
N 0.60 2.96 1.34
C 1.10 -0.12 -0.38
C 1.39 -1.48 -0.05
N 1.69 -2.56 0.29
P 2.63 0.92 -0.69
C 1.96 2.17 -1.86
C 1.54 1.58 -3.24
C 3.83 -0.02 -1.72
C 4.57 -1.12 -0.97
H -5.24 -2.03 0.16
H -3.97 -3.16 -0.17
H -4.67 -2.28 -1.50
H -2.39 -1.48 -0.69
H -3.59 -0.23 -0.71
H -3.97 -0.49 1.67
H -3.07 -1.97 1.70
H -1.28 -0.84 2.35
H -2.11 0.67 2.20
H 0.58 -0.10 1.68
H 0.46 -0.11 -1.26
H 2.78 2.84 -2.05
H 1.14 2.67 -1.39
H 2.17 1.99 -4.01
H 0.55 1.92 -3.46
H 1.61 0.51 -3.28
H 4.56 0.71 -2.01
H 3.42 -0.40 -2.65
H 5.08 -0.67 -0.13
H 5.33 -1.50 -1.63
H 3.96 -1.95 -0.68
C -6.17 -3.67 3.14
O -5.23 -3.50 2.39
N -6.95 -2.70 3.64
C -8.06 -2.99 4.53
C -6.66 -1.32 3.28
H -6.48 -4.68 3.47
H -8.99 -2.64 4.09
H -7.91 -2.50 5.49
H -8.13 -4.07 4.69
H -6.72 -1.19 2.20
H -5.65 -1.06 3.60
H -7.37 -0.66 3.77
C -6.43 -7.30 3.91
O -7.43 -7.00 4.53
N -5.59 -8.30 4.24
C -4.41 -8.60 3.45
C -5.88 -9.08 5.43
H -6.13 -6.77 2.99
H -4.46 -9.62 3.08
H -3.52 -8.49 4.07
H -4.34 -7.92 2.61
H -6.86 -9.57 5.33
H -5.91 -8.44 6.31
H -5.11 -9.84 5.56
C 3.46 5.25 -4.87
O 3.46 4.28 -4.13
N 2.38 5.70 -5.52
C 2.43 6.86 -6.39
C 1.12 5.00 -5.33
H 4.37 5.84 -5.07
H 1.75 7.63 -6.02
H 2.13 6.58 -7.40
H 3.43 7.26 -6.41
H 0.84 5.01 -4.28
H 1.21 3.96 -5.65
H 0.34 5.49 -5.91
C -0.29 -2.27 -3.21
O -0.53 -1.58 -4.18
N -0.74 -3.52 -3.02
C -0.41 -4.29 -1.83
C -1.60 -4.11 -4.04
H 0.36 -1.93 -2.39
H 0.11 -5.20 -2.12
H -1.32 -4.55 -1.30
H 0.23 -3.71 -1.17
H -1.07 -4.15 -4.99
H -2.49 -3.50 -4.17
H -1.88 -5.11 -3.74
C 3.74 7.54 -0.09
O 3.39 8.07 -1.13
N 3.40 6.30 0.29
C 3.85 5.72 1.54
C 2.56 5.50 -0.59
H 4.38 8.06 0.65
H 4.43 4.82 1.35
H 2.99 5.46 2.16
H 4.46 6.44 2.08
H 3.05 5.37 -1.55
H 1.61 6.01 -0.75
H 2.38 4.53 -0.14
C 7.51 2.18 0.87
O 7.11 1.04 0.92
N 7.16 3.15 1.74
C 7.67 4.50 1.63
C 6.23 2.82 2.81
H 8.21 2.53 0.09
H 8.22 4.77 2.54
H 6.85 5.21 1.49
H 8.35 4.58 0.78
H 6.65 2.03 3.43
H 5.29 2.47 2.39
H 6.05 3.71 3.41